Entry 1:
21
Properties=species:S:1:pos:R:3:nbo_charge:R:1 method="wB97M-V/def2-TZVPD" de_lowest_kj_mol=0.00 homo_ev=-8.767 orbital_gap_ev=9.53 total_charge=0
S 1.111 1.594 -0.056 0.173
N -0.072 -3.233 0.694 -0.771
N -1.162 -1.799 -0.724 -0.843
N 1.141 -1.864 -0.851 -0.872
C -0.394 1.127 2.185 -0.620
C -0.007 -2.345 -0.222 0.570
C 0.600 2.139 -1.699 -0.743
C -0.525 1.471 0.717 -0.522
H -2.019 -2.136 -0.325 0.405
H -0.067 1.398 -2.141 0.207
H 1.494 2.236 -2.312 0.233
H -1.123 0.740 0.173 0.218
H 0.097 3.105 -1.656 0.216
H -1.011 2.438 0.574 0.205
H 0.871 -3.440 1.013 0.328
H 1.991 -2.348 -0.612 0.380
H 0.327 0.324 2.350 0.217
H -0.021 1.978 2.754 0.212
H -1.345 0.803 2.605 0.221
H -1.150 -1.330 -1.610 0.391
H 1.264 -0.857 -0.857 0.396

***

Entry 2:
105
Properties=species:S:1:pos:R:3:mulliken_charge:R:1 method="wB97M-V/def2-TZVPD" homo_ev=-9.215 orbital_gap_ev=8.56 total_charge=0
P 0.390 0.311 3.729 0.860
F -1.122 5.840 3.291 -0.314
O 0.601 0.239 2.003 -0.545
O -1.061 -0.539 4.301 -0.504
O -1.975 0.036 1.460 -0.498
O 0.544 1.921 4.414 -0.349
O 1.615 -0.530 4.357 -0.674
O -0.491 1.622 0.166 -0.441
C -0.074 5.393 4.238 -0.273
C 1.718 6.441 -1.489 -0.202
C -0.853 5.339 -7.845 -0.198
C 0.848 -13.378 6.208 -0.362
C -1.994 -8.350 1.253 -0.189
C 3.147 11.475 0.600 -0.428
C -0.760 4.578 -10.136 -0.424
C 0.745 4.315 -2.096 0.247
C 0.488 1.282 -4.708 -0.553
C 0.052 -4.726 1.115 -0.537
C 2.081 10.001 2.714 -0.385
C -1.549 2.496 -5.168 -0.324
C 0.331 -14.575 5.710 -0.356
C 2.088 -5.174 2.335 -0.474
C -1.156 1.585 -2.965 -0.338
C -1.388 -13.345 4.540 -0.388
C -0.320 1.994 -5.594 -0.393
C 0.251 -12.165 5.866 -0.396
C 0.207 -3.361 1.357 -0.322
C 0.069 1.075 -3.394 -0.199
C 0.995 -5.632 1.600 -0.300
C -3.089 -8.808 0.521 -0.456
C 1.215 4.472 -3.400 -0.217
C 1.784 9.647 1.398 -0.377
C 2.185 6.600 -2.794 -0.476
C -0.272 4.540 -8.830 -0.367
C -2.408 6.215 -9.474 -0.312
C -0.674 2.719 4.203 -0.098
C 2.241 -3.810 2.582 -0.618
C 3.446 11.827 1.915 -0.324
C 1.303 -2.903 2.089 -0.054
C -0.498 4.084 5.154 -0.619
C -1.918 6.180 -8.169 -0.581
C 1.931 5.616 -3.750 -0.536
C 2.320 10.382 0.340 -0.300
C -1.208 -10.621 1.499 -0.415
C 0.995 5.301 -1.141 -0.865
C -2.301 -11.078 0.764 -0.453
C -0.785 -14.557 4.875 -0.385
C -0.868 -12.148 5.034 -0.329
C -3.244 -10.173 0.279 -0.350
C -1.055 -9.256 1.746 -0.454
C -1.830 5.411 -10.458 -0.415
C -1.966 2.294 -3.852 -0.508
C 2.915 11.089 2.973 -0.413
B -0.625 0.604 1.267 0.954
H 4.093 12.677 2.117 0.350
H -1.187 -15.490 4.485 0.352
H -0.974 -1.522 4.036 0.383
H -2.922 2.690 -3.518 0.385
H -2.368 6.807 -7.403 0.358
H 0.964 5.165 3.723 0.259
H 1.918 7.206 -0.744 0.317
H 2.822 -5.880 2.716 0.364
H 0.657 -11.233 6.249 0.357
H 0.009 2.157 -6.617 0.337
H -2.418 -12.142 0.569 0.371
H 0.560 3.888 -8.579 0.368
H 3.558 12.052 -0.224 0.350
H -2.214 5.436 -11.474 0.352
H -3.821 -8.102 0.139 0.364
H -4.100 -10.530 -0.288 0.360
H 0.626 5.179 -0.126 0.623
H 0.185 3.424 -1.824 0.109
H -3.240 6.868 -9.726 0.352
H 1.424 -1.839 2.276 0.453
H 3.150 11.361 3.998 0.348
H 0.418 3.905 5.898 0.270
H 0.878 -6.695 1.405 0.389
H -0.803 -5.083 0.547 0.408
H 1.023 3.703 -4.143 0.211
H -0.475 -11.327 1.880 0.456
H -2.261 -13.332 3.893 0.377
H 1.716 -13.392 6.862 0.352
H 1.445 0.888 -5.041 0.366
H 1.136 8.798 1.196 0.433
H -0.525 -2.655 0.975 0.315
H 2.747 7.489 -3.066 0.362
H -0.305 3.957 -10.904 0.356
H 0.697 0.518 -2.704 0.359
H -1.481 1.430 -1.939 0.421
H -0.476 5.308 -6.827 0.512
H 2.291 5.742 -4.768 0.405
H -0.205 -8.900 2.321 0.420
H 0.799 -15.520 5.973 0.349
H 0.113 6.290 4.987 0.272
H 0.449 1.976 0.140 0.256
H 3.091 -3.453 3.157 0.405
H 2.092 10.104 -0.685 0.377
H -1.872 -7.286 1.441 0.344
H -1.463 4.261 5.802 0.321
H -0.605 3.131 3.084 0.113
H -2.181 3.045 -5.860 0.452
H -1.680 2.148 4.418 0.301
H -1.335 -11.203 4.770 0.431
H -2.639 0.757 1.235 0.302
H 1.662 9.429 3.538 0.378

***

Entry 3:
77
Properties=species:S:1:pos:R:3:lowdin_spin:R:1 method="wB97M-V/def2-TZVPD" de_lowest_kj_mol=39.15 homo_ev="-8.997 / -8.394" orbital_gap_ev="9.07 / 6.36" total_charge=0 spin_multiplicity=2 s2=0.76
Cu 9.685 19.098 -33.603 0.372
O 6.825 22.061 -37.700 0.000
O 7.522 19.569 -36.847 0.001
O 9.178 17.172 -37.287 0.002
O 14.887 21.423 -36.222 0.000
O 9.511 21.140 -32.693 0.001
O 8.664 21.628 -39.706 0.000
O 12.624 17.259 -40.876 0.000
O 16.126 22.605 -33.806 0.000
O 10.027 24.651 -37.103 0.000
O 11.589 18.259 -32.787 0.396
O 10.242 19.220 -35.734 0.128
O 11.634 19.930 -40.345 0.000
O 7.802 19.792 -34.187 0.007
O 9.505 26.867 -39.192 0.000
C 15.616 23.338 -34.863 0.000
C 7.335 21.077 -33.701 0.001
C 8.877 25.566 -38.985 0.000
C 13.453 18.384 -40.915 0.000
C 7.752 17.120 -37.045 0.000
C 8.566 21.964 -33.299 0.000
C 7.286 21.364 -39.979 0.000
C 7.103 18.375 -37.549 0.000
C 12.927 19.714 -31.405 0.005
C 14.438 22.607 -35.578 0.000
C 12.791 18.905 -32.728 0.042
C 9.769 24.524 -38.453 0.000
C 10.772 21.483 -36.810 0.001
C 6.405 22.122 -39.072 0.000
C 11.221 20.078 -36.304 0.009
C 12.896 19.436 -39.932 0.000
H 9.498 23.476 -38.588 0.000
H 10.193 21.615 -32.213 0.000
H 16.435 23.588 -35.548 0.000
H 12.918 19.608 -33.559 0.020
H 8.897 27.410 -39.698 0.000
H 11.745 19.477 -37.051 0.004
H 10.325 21.323 -37.793 0.000
H 12.799 18.907 -38.981 0.000
H 11.581 22.208 -36.731 0.000
H 7.467 19.697 -35.091 0.000
H 8.867 22.565 -39.632 0.000
H 6.154 23.122 -39.433 0.000
H 14.098 20.872 -36.232 0.000
H 7.820 17.060 -35.956 0.000
H 13.221 19.178 -30.504 0.000
H 13.756 20.425 -31.506 0.000
H 8.223 22.811 -32.702 0.000
H 7.052 21.398 -41.044 0.000
H 5.394 21.717 -39.205 0.000
H 14.509 18.155 -40.782 0.000
H 13.998 23.333 -36.265 0.000
H 10.684 24.504 -39.059 0.000
H 16.194 21.721 -34.187 0.000
H 7.440 16.176 -37.486 0.000
H 6.030 18.260 -37.392 0.000
H 12.130 20.450 -31.282 0.000
H 13.384 18.958 -41.846 0.000
H 7.348 18.530 -38.600 0.000
H 9.653 17.715 -36.645 0.000
H 7.198 21.188 -37.501 0.000
H 6.644 21.487 -34.435 0.000
H 8.494 19.529 -36.850 0.000
H 11.080 20.240 -39.625 0.000
H 13.550 20.301 -39.795 0.000
H 8.100 25.765 -38.242 0.000
H 8.999 22.385 -34.210 0.000
H 11.960 20.208 -35.503 0.003
H 6.767 20.764 -32.823 0.000
H 15.402 24.338 -34.478 0.000
H 7.436 20.329 -39.659 0.000
H 11.754 17.649 -41.018 0.000
H 9.955 21.927 -36.238 0.000
H 13.750 22.330 -34.776 0.000
H 13.713 18.315 -32.758 0.009
H 10.603 25.356 -36.800 0.000
H 8.294 25.262 -39.858 0.000

***

Entry 4:
221
Properties=species:S:1:pos:R:3:mulliken_charge:R:1 method="wB97M-V/def2-TZVPD" de_lowest_kj_mol=1305.11 homo_ev=-10.314 orbital_gap_ev=5.15 total_charge=+2
S 2.413 1.060 3.616 1.295
S -4.985 3.715 5.094 1.274
S 1.970 -7.854 1.487 1.157
S 4.157 -1.387 0.087 1.226
S 1.126 5.892 0.972 1.192
F 0.185 0.735 5.216 -0.152
F -4.111 1.195 4.502 -0.207
F 1.690 -5.356 2.277 -0.105
F 4.280 -3.989 0.797 -0.108
F 0.106 2.484 3.754 0.011
F -0.009 -6.229 1.159 -0.178
F 1.432 2.569 5.543 -0.169
F 1.855 -5.661 0.039 -0.175
F -2.566 2.799 4.508 -0.158
F 0.089 4.281 -1.008 0.007
F 6.012 -3.246 -0.495 -0.205
F -3.989 2.435 2.784 0.048
F 0.234 3.406 0.975 0.112
F 3.986 -3.722 -1.294 -0.175
F 2.071 3.625 -0.341 0.076
O -3.435 -0.187 -4.518 -0.527
O 2.224 -2.426 3.744 -0.008
O -2.983 -1.493 4.339 -0.391
O 0.433 5.828 2.307 -0.610
O 4.453 -1.160 1.494 -0.298
O -4.453 6.843 2.819 -0.466
O -2.619 5.809 -3.486 -0.843
O 1.201 -8.392 2.602 -0.664
O -0.672 0.612 -0.729 -0.028
O -3.828 1.756 -5.454 -0.387
O -3.308 -4.117 -0.664 -0.485
O -5.396 3.070 6.313 -0.693
O -3.746 -3.896 -2.729 -0.946
O 5.050 7.669 3.255 -0.471
O -0.254 -0.395 -3.856 0.214
O 4.931 -0.603 -0.887 -0.964
O -5.787 -6.974 -1.505 -0.359
O 3.164 2.205 3.066 -0.384
O -4.568 2.205 -0.876 -0.126
O 1.691 -5.978 -4.650 -0.412
O 1.650 -8.500 0.206 -0.686
O -4.229 4.901 5.370 -0.648
O 1.153 -2.124 -3.927 -1.164
O 0.467 6.841 0.079 -0.848
O 2.834 3.206 -4.792 -0.455
O -7.107 -2.123 -1.845 -0.413
O -3.586 -0.017 -6.613 -0.795
O -2.675 5.712 -1.345 -0.435
O 3.410 -7.740 1.763 -0.663
O -6.113 3.942 4.163 -0.707
O 2.580 6.171 1.200 -1.037
O 4.880 1.169 -3.855 -0.385
O -3.378 -2.079 -1.594 0.888
O 7.824 3.232 -0.229 -0.465
O -1.042 6.803 -2.260 -0.482
O 6.155 -2.483 6.066 -0.475
O 0.060 -2.040 3.424 -0.909
O 0.652 -3.535 4.897 -0.965
O 2.694 -1.368 -0.183 -1.156
O 3.158 0.195 4.527 -0.759
O -1.066 -2.353 -4.260 -0.978
O 1.804 0.240 2.517 -0.631
N -3.413 -6.937 -1.899 0.442
N -2.222 -3.680 5.043 0.224
N -6.893 -1.742 0.490 -0.064
N 0.175 -1.202 0.698 1.941
N 4.824 -2.538 4.009 0.854
N -4.722 6.430 0.461 0.327
N 3.804 5.636 3.422 0.551
N -0.493 -5.228 -4.069 0.290
N 6.436 1.433 0.510 0.441
N -3.667 3.166 -2.937 0.368
N 3.843 5.368 -4.558 -0.142
N 3.180 -0.206 -2.960 1.568
C 1.340 -6.073 1.214 0.407
C -5.756 5.299 0.267 -0.619
C -6.918 -2.634 -0.771 0.654
C -3.536 0.485 -5.508 0.514
C 7.255 1.528 -1.969 -0.546
C 0.049 -4.977 -2.609 -0.896
C 2.719 5.117 4.330 -0.883
C -6.780 -4.158 -0.553 -1.095
C 4.674 -3.237 -0.245 -0.024
C -6.106 2.189 -2.817 -1.114
C 5.043 6.723 5.487 -1.093
C -1.587 0.656 1.463 0.085
C -2.205 2.676 -2.688 -1.145
C -4.733 2.428 -2.081 0.326
C 0.910 4.176 0.069 0.009
C -2.565 5.631 1.862 -0.381
C -3.846 2.438 4.152 0.235
C -4.832 -7.590 -1.878 0.562
C -2.981 -3.175 2.563 0.134
C -0.014 -1.653 -4.134 0.816
C 3.979 0.358 -4.121 0.629
C 6.430 -0.577 4.623 -0.881
C 5.802 -1.911 5.045 0.826
C -2.135 6.066 -2.353 0.402
C 4.888 -4.094 4.033 -0.719
C 4.554 6.822 4.007 0.754
C 2.280 0.901 -2.376 -0.657
C 0.340 -5.055 -6.464 -1.194
C -2.822 -2.688 4.007 -0.095
C 7.287 2.192 -0.555 0.545
C 5.150 2.089 0.704 -0.755
C 1.337 4.900 -4.033 -0.403
C -2.674 -3.322 6.498 -0.797
C -0.263 -2.272 -0.312 -0.564
C 3.623 -0.163 -5.508 -1.165
C 5.264 4.794 -4.862 -0.655
C -5.772 -0.674 0.360 -0.203
C 0.889 1.746 4.614 0.141
C -3.927 6.344 1.819 -0.018
C 0.942 -2.650 4.073 0.609
C 0.697 -5.447 -5.017 0.750
C 2.684 4.388 -4.474 0.252
C -0.707 0.086 0.388 0.772
C -4.909 -9.099 -2.341 -1.149
C -2.528 -7.328 -0.692 -0.588
C -3.413 -3.421 -1.635 0.075
H -0.347 -5.779 -6.902 0.387
H 5.883 5.691 -4.878 0.410
H 4.789 2.439 -0.263 0.125
H -3.669 -3.765 6.519 0.372
H -6.387 5.507 -0.597 0.394
H -0.833 6.789 -1.323 0.351
H 1.147 -0.930 0.712 -0.163
H 1.180 -5.131 -7.155 0.358
H -5.334 4.297 0.201 -0.041
H -1.145 -5.982 -4.231 0.350
H 0.274 -3.175 -0.022 0.174
H -1.336 -2.466 -0.284 0.497
H -3.152 -7.095 0.171 0.300
H 5.187 4.325 -5.843 0.344
H 3.571 6.079 -5.221 0.406
H -2.187 1.466 1.048 0.159
H -1.975 -3.416 2.218 -0.008
H 4.181 6.780 6.151 0.340
H -3.771 4.169 -2.992 0.373
H -0.059 -4.043 -6.534 0.290
H 5.870 -4.468 3.740 0.358
H -2.234 -0.108 1.894 -0.114
H -1.869 6.300 1.355 0.382
H -1.955 -3.889 7.089 0.358
H -7.822 -1.375 0.636 0.398
H -4.040 6.326 -0.277 0.127
H 4.495 -4.469 4.978 0.367
H 0.759 5.152 -4.923 0.437
H -4.009 3.007 -3.874 0.368
H 0.315 -5.954 -2.206 0.803
H -3.444 -2.394 1.960 -0.535
H -5.767 0.109 1.118 0.504
H -1.801 3.153 -1.795 0.345
H -1.239 -3.482 4.921 0.003
H -6.767 2.944 -2.392 0.362
H 4.158 -4.499 3.332 0.208
H 2.553 -0.244 -5.701 0.178
H -2.305 -8.381 -0.867 0.454
H 3.928 -2.074 4.037 0.157
H -3.923 -9.556 -2.431 0.329
H 7.263 0.439 -1.922 0.287
H -5.910 -0.184 -0.604 -0.154
H 4.397 1.425 1.128 -0.251
H -0.989 -4.380 -4.304 0.202
H 7.012 -0.691 3.709 0.266
H -1.191 -0.388 -4.063 -0.310
H 4.555 5.019 3.150 0.248
H -1.686 -6.636 -0.681 0.072
H 6.523 1.987 -2.633 -0.070
H 5.179 -2.174 3.136 -0.008
H 0.095 -1.863 -1.256 -0.015
H -1.548 2.768 -3.553 0.356
H 0.020 -1.485 1.655 -0.242
H 5.695 7.532 5.816 0.343
H -5.409 -9.239 -3.300 0.360
H -4.868 -1.283 0.361 -0.201
H -6.991 -4.639 -1.508 0.374
H 4.037 -1.122 -5.819 0.397
H 7.143 -0.248 5.379 0.408
H 6.949 1.390 1.378 0.408
H 1.812 1.183 -3.319 0.863
H -6.045 2.282 -3.901 0.364
H -3.905 2.033 -6.369 0.237
H 5.321 2.961 1.337 0.602
H 1.630 0.580 -1.562 -0.567
H 3.532 6.003 2.521 0.133
H -3.570 -5.941 -1.969 -0.260
H -6.421 5.388 1.126 0.473
H 5.759 0.256 4.414 0.150
H -0.779 -4.542 -2.051 -0.034
H -7.535 -4.576 0.113 0.555
H -5.520 -9.675 -1.647 0.354
H -3.544 -4.092 2.389 0.817
H -6.748 -2.235 1.359 0.375
H 3.991 5.831 -3.673 0.443
H -5.776 -4.535 -0.363 0.086
H 3.208 4.684 5.202 0.586
H 4.089 0.602 -6.129 0.380
H -2.928 -7.190 -2.748 0.376
H 0.870 4.143 -3.403 -0.289
H -2.541 4.759 1.209 -0.105
H 2.516 -0.906 -3.258 -0.019
H 5.587 4.115 -4.073 0.151
H 8.191 1.791 -2.461 0.459
H 6.317 0.453 0.295 0.079
H 5.637 5.826 5.662 0.331
H 2.014 -1.730 3.116 -0.618
H -2.428 -4.634 4.783 0.427
H 2.970 1.656 -2.000 0.308
H 3.777 -0.528 -2.212 -0.151
H -2.229 5.431 2.879 0.522
H -6.489 1.221 -2.494 0.206
H 2.263 4.283 3.797 -0.191
H -1.013 1.203 2.212 -0.627
H 1.958 5.876 4.512 0.414
H -2.675 -2.241 6.637 0.305
H -3.442 -1.808 -2.513 -0.134
H 1.463 5.781 -3.403 0.477
H 0.846 -4.239 -2.509 0.048
H -5.161 7.333 0.349 0.462
H -2.354 1.597 -2.649 0.224

***

Entry 5:
48
Properties=species:S:1:pos:R:3:nbo_charge:R:1 method="wB97M-V/def2-TZVPD" de_lowest_kj_mol=242.06 homo_ev=-8.313 orbital_gap_ev=9.08 total_charge=0
O -0.611 1.352 -2.318 -0.539
O 2.021 0.233 1.224 -0.558
O -0.480 -1.693 -1.941 -0.354
N 0.590 1.043 -0.382 -0.510
N -0.699 -2.122 -0.616 -0.171
C -2.626 -0.655 -0.661 -0.294
C 2.362 -3.867 -2.459 -0.604
C -1.866 -1.537 1.439 -0.279
C 1.180 -3.669 -0.183 -0.384
C -3.779 -0.081 1.366 -0.248
C -1.705 -1.415 0.060 0.213
C -1.374 3.845 0.986 -0.184
C -1.068 2.649 0.362 -0.228
C 1.436 0.104 0.183 0.720
C 0.581 -0.750 -1.913 -0.011
C 0.264 2.275 0.251 0.213
C 2.060 5.137 1.934 -0.629
C 1.274 3.075 0.759 -0.230
C 0.623 -2.249 -0.021 -0.050
C 1.443 -1.123 -0.709 -0.369
C 1.170 -4.265 -1.594 -0.411
C -2.891 -0.867 2.080 -0.185
C 0.964 4.270 1.395 0.003
C -3.647 0.009 -0.009 -0.183
C 0.081 0.672 -1.614 0.681
C -0.369 4.646 1.499 -0.217
H 2.303 2.763 0.668 0.223
H 2.828 4.532 2.410 0.221
H 0.242 -3.992 -2.096 0.224
H -4.342 0.602 -0.585 0.216
H 2.527 5.694 1.122 0.221
H 0.562 -4.306 0.453 0.215
H 1.179 -5.352 -1.489 0.204
H -4.572 0.444 1.875 0.214
H 1.059 -0.785 -2.894 0.230
H 2.461 -1.436 -0.928 0.256
H -0.623 5.575 1.988 0.209
H -2.995 -0.965 3.151 0.215
H -1.206 -2.164 2.018 0.212
H -2.533 -0.583 -1.734 0.243
H -1.845 2.013 -0.031 0.233
H -2.406 4.148 1.077 0.214
H 2.321 -2.822 -2.751 0.189
H 3.297 -4.046 -1.930 0.200
H 0.571 -2.041 1.051 0.235
H 2.195 -3.684 0.221 0.202
H 1.672 5.850 2.657 0.216
H 2.370 -4.462 -3.369 0.215

***

Entry 6:
14
Properties=species:S:1:pos:R:3:nbo_charge:R:1 method="wB97M-V/def2-TZVPD" de_lowest_kj_mol=36.66 homo_ev=-8.744 orbital_gap_ev=9.16 total_charge=0
S 0.292 1.284 3.193 -0.147
S -1.152 1.600 1.729 0.093
O -0.296 -1.366 -2.187 -0.721
C 0.633 -0.767 -1.255 -0.059
C 0.022 -0.455 0.123 -0.458
C -0.501 0.958 0.143 -0.525
H -0.779 -1.177 0.318 0.225
H 1.367 -1.571 -1.210 0.191
H 0.517 -0.052 3.185 0.125
H 1.017 0.156 -1.683 0.162
H 0.809 -0.676 0.838 0.215
H 0.279 1.675 -0.126 0.214
H -0.872 -0.693 -2.520 0.458
H -1.335 1.083 -0.549 0.225